[1]
Below is a structure of composition C21H41Cl3N2O2PmSSi3, with properties calculated with ωB97M-V/def2-TZVPD.

For the energy above the lowest of the compared OMol25 structures with the same formula, charge and spin, the calculation gives 0.0 kcal per mole. As for the expectation value of S²: 6.01. Its multiplicity is 5. The value obtained for the frontier orbital gap (alpha / beta) is 8.42 / 8.63 eV. The net charge is +1. The value obtained for the energy is -4340.4062 hartree. The value obtained for the highest occupied orbital energy (alpha / beta) is -10.74 / -10.75 eV.

Atoms and positions in Å:
Pm1 -0.19 0.70 -0.36
C1 -2.21 -2.34 -0.18
O1 -2.02 -0.92 -0.26
Si1 -3.28 0.22 -0.61
C2 -4.83 -0.38 0.19
C3 -3.50 0.06 -2.45
C4 -2.40 1.71 -0.04
Si2 -2.26 3.19 -1.14
C5 -1.25 4.55 -0.35
C6 -3.83 3.87 -1.84
C7 -1.11 2.67 -2.60
Si3 -2.25 1.96 1.81
C8 -2.47 0.37 2.78
C9 -3.45 3.19 2.52
C10 -0.46 2.54 2.22
H1 -2.56 -2.73 -1.13
H2 -2.93 -2.58 0.60
H3 -1.26 -2.81 0.05
H4 -5.14 -1.34 -0.23
H5 -5.64 0.34 0.01
H6 -4.73 -0.50 1.28
H7 -4.09 -0.83 -2.69
H8 -2.52 -0.04 -2.94
H9 -4.01 0.93 -2.89
H10 -1.65 4.88 0.61
H11 -1.23 5.43 -1.02
H12 -0.21 4.24 -0.19
H13 -4.45 4.30 -1.04
H14 -4.43 3.09 -2.32
H15 -3.63 4.65 -2.58
H16 -0.10 2.45 -2.24
H17 -0.99 3.49 -3.31
H18 -1.50 1.81 -3.16
H19 -3.53 0.14 2.93
H20 -2.01 0.48 3.77
H21 -2.02 -0.51 2.31
H22 -4.48 2.86 2.36
H23 -3.33 4.18 2.05
H24 -3.29 3.31 3.60
H25 0.26 2.50 1.40
H26 -0.04 1.96 3.05
H27 -0.47 3.58 2.53
Cl1 5.52 -0.86 4.01
C11 4.43 -0.24 2.83
C12 3.18 -0.80 2.69
C13 2.34 -0.28 1.73
Cl2 0.73 -1.00 1.54
C14 2.67 0.78 0.88
O2 1.82 1.24 -0.04
C15 3.94 1.32 1.08
Cl3 4.41 2.66 0.09
C16 4.81 0.82 2.03
H28 2.86 -1.63 3.32
H29 5.79 1.26 2.13
C17 -1.23 -0.31 -5.69
N1 -0.49 -1.11 -4.71
C18 -1.09 -2.42 -4.45
C19 0.47 -0.58 -3.92
S1 0.71 -1.17 -2.31
N2 1.27 0.37 -4.43
C20 1.60 0.46 -5.86
C21 2.14 1.21 -3.61
H30 -2.29 -0.42 -5.48
H31 -1.05 -0.65 -6.71
H32 -0.97 0.74 -5.62
H33 -1.33 -2.88 -5.41
H34 -2.01 -2.32 -3.88
H35 -0.41 -3.06 -3.91
H36 1.20 -0.38 -6.41
H37 2.68 0.44 -5.96
H38 1.23 1.39 -6.30
H39 1.90 1.13 -2.57
H40 2.04 2.25 -3.94
H41 3.18 0.90 -3.74

[2]
Below is a cluster of 9 separate species, C21H41F10N12O21S10 in total, with properties calculated with ωB97M-V/def2-TZVPD.

Its multiplicity is 1. The value obtained for the frontier orbital gap is 6.43 eV. The net charge is -1. The value obtained for the energy is -8042.2116 hartree. The value obtained for the highest occupied orbital energy is -6.36 eV.

Atoms and positions in Å:
C1 -20.21 -4.17 -2.60
C2 -18.90 -3.49 -3.02
N1 -18.77 -2.27 -2.26
C3 -19.56 -1.15 -2.39
C4 -19.17 -0.25 -1.45
N2 -18.10 -0.75 -0.77
C5 -17.89 -1.98 -1.27
C6 -17.23 -0.07 0.16
H1 -21.07 -3.54 -2.84
H2 -20.26 -4.28 -1.52
H3 -20.23 -5.16 -3.05
H4 -18.77 -3.35 -4.09
H5 -18.00 -4.09 -2.87
H6 -20.40 -1.19 -3.05
H7 -19.55 0.73 -1.24
H8 -17.16 -2.73 -0.99
H9 -16.20 -0.32 -0.08
H10 -17.41 -0.47 1.16
H11 -17.46 0.99 0.24
C7 -16.86 -4.72 6.87
C8 -17.90 -4.71 5.74
N3 -17.28 -5.17 4.46
C9 -15.98 -5.40 4.06
C10 -16.00 -5.59 2.71
N4 -17.31 -5.66 2.33
C11 -18.08 -5.31 3.37
C12 -17.83 -5.99 1.02
H12 -16.68 -5.76 7.12
H13 -17.17 -4.15 7.75
H14 -15.96 -4.23 6.51
H15 -18.33 -3.74 5.47
H16 -18.67 -5.46 5.90
H17 -15.16 -5.49 4.75
H18 -15.19 -5.89 2.06
H19 -19.15 -5.27 3.27
H20 -18.62 -6.71 1.21
H21 -17.12 -6.55 0.40
H22 -18.07 -5.07 0.50
C13 -17.81 5.76 2.10
C14 -17.12 7.12 1.93
N5 -16.81 7.32 0.51
C15 -17.37 6.69 -0.60
C16 -16.89 7.30 -1.73
N6 -15.92 8.17 -1.34
C17 -15.95 8.20 0.01
C18 -15.14 9.01 -2.23
H23 -17.96 5.49 3.15
H24 -17.23 4.93 1.68
H25 -18.77 5.69 1.59
H26 -16.19 7.22 2.49
H27 -17.77 7.94 2.24
H28 -18.18 6.02 -0.38
H29 -17.07 7.19 -2.79
H30 -15.33 8.93 0.51
H31 -14.67 8.58 -3.11
H32 -14.30 9.39 -1.64
H33 -15.66 9.93 -2.48
C19 -19.24 -1.29 4.68
C20 -19.28 0.20 4.81
O1 -19.56 0.78 5.80
N7 -18.83 0.87 3.53
H34 -17.90 0.45 3.34
H35 -19.48 0.37 2.88
C21 -18.91 2.37 3.60
H36 -20.24 -1.72 4.52
H37 -18.71 -1.88 5.42
H38 -18.86 -1.60 3.70
H39 -18.24 2.60 2.78
H40 -18.39 2.72 4.49
H41 -19.95 2.70 3.62
N8 -18.40 6.20 8.24
S1 -18.37 5.58 6.84
O2 -18.91 4.26 6.65
O3 -17.39 6.03 5.86
F1 -19.68 6.43 6.37
S2 -17.36 5.07 8.94
O4 -16.03 4.95 8.39
O5 -17.98 3.94 9.55
F2 -17.13 5.91 10.32
N9 -19.90 -2.53 10.24
S3 -21.26 -3.19 10.65
O6 -21.26 -4.53 11.21
O7 -22.52 -2.79 10.06
F3 -21.36 -2.27 12.03
S4 -19.83 -2.94 8.66
O8 -20.79 -2.33 7.81
O9 -19.36 -4.27 8.33
F4 -18.54 -2.00 8.34
N10 -24.78 3.85 2.52
S5 -23.81 4.86 3.20
O10 -23.83 4.99 4.63
O11 -23.38 6.05 2.47
F5 -22.54 3.88 2.97
S6 -26.19 4.42 3.01
O12 -26.46 5.76 2.52
O13 -26.72 3.92 4.26
F6 -27.06 3.56 1.96
N11 -16.23 0.00 3.18
S7 -14.86 0.73 2.93
O14 -14.50 0.96 1.54
O15 -13.77 0.59 3.83
F7 -15.42 2.19 3.30
S8 -15.50 -1.54 3.18
O16 -14.79 -2.06 4.31
O17 -15.09 -2.09 1.89
F8 -16.92 -2.28 3.36
N12 -20.52 -0.67 1.88
S9 -21.81 0.14 1.22
O18 -23.14 -0.35 1.47
O19 -21.59 0.79 -0.05
F9 -21.72 1.34 2.27
S10 -20.97 -2.12 1.52
O20 -21.24 -2.34 0.11
O21 -21.76 -2.80 2.50
F10 -19.53 -2.80 1.80

[3]
Below is a cluster of 3 separate species, C21H41N2O9P in total, with properties calculated with ωB97M-V/def2-TZVPD.

As for the expectation value of S²: 2.01. Its multiplicity is 3. The value obtained for the frontier orbital gap (alpha / beta) is 8.54 / 8.96 eV. The value obtained for the energy is -1952.5677 hartree. The value obtained for the highest occupied orbital energy (alpha / beta) is -8.68 / -9.24 eV.

Atoms and positions in Å:
O1 2.40 5.60 5.69
C1 2.24 5.33 4.38
O2 2.92 4.32 3.52
C2 2.94 5.04 2.21
O3 3.58 6.36 2.52
C3 1.33 5.45 2.15
P1 0.01 4.08 2.14
O4 0.38 2.79 1.30
O5 -1.46 4.78 1.43
O6 -0.45 3.67 3.81
O7 1.27 6.07 3.52
H1 3.39 4.45 1.27
H2 4.57 6.30 2.32
H3 1.13 6.21 1.25
H4 -1.53 5.67 1.93
H5 -0.82 4.56 4.14
C4 2.67 -0.17 -4.83
C5 3.13 0.60 -3.56
C6 3.91 -0.38 -2.64
C7 3.00 -1.41 -1.97
C8 1.85 -0.73 -1.23
C9 1.07 0.32 -2.07
N1 1.96 1.23 -2.86
O8 2.48 2.19 -1.96
C10 0.08 -0.38 -3.04
C11 0.12 1.09 -1.09
C12 4.12 1.66 -4.13
H6 3.51 -0.34 -5.51
H7 2.27 -1.16 -4.62
H8 1.92 0.40 -5.39
H9 4.44 0.18 -1.86
H10 4.68 -0.91 -3.21
H11 2.61 -2.12 -2.71
H12 3.58 -2.00 -1.26
H13 1.16 -1.51 -0.87
H14 2.26 -0.26 -0.33
H15 -0.40 0.35 -3.70
H16 -0.71 -0.90 -2.49
H17 0.55 -1.15 -3.66
H18 0.65 1.52 -0.24
H19 -0.63 0.41 -0.66
H20 -0.42 1.89 -1.61
H21 3.61 2.33 -4.84
H22 4.95 1.18 -4.67
H23 4.59 2.28 -3.35
C13 -2.19 -3.09 3.27
C14 -2.38 -2.07 2.11
C15 -3.86 -1.60 2.09
C16 -4.81 -2.69 1.61
C17 -4.39 -3.24 0.25
C18 -2.89 -3.66 0.18
N2 -1.96 -2.67 0.80
O9 -1.81 -1.61 -0.12
C19 -2.68 -5.04 0.85
C20 -2.57 -3.95 -1.33
C21 -1.47 -0.88 2.54
H24 -2.17 -2.58 4.24
H25 -2.99 -3.82 3.36
H26 -1.24 -3.63 3.17
H27 -3.97 -0.72 1.45
H28 -4.16 -1.28 3.10
H29 -4.89 -3.50 2.34
H30 -5.83 -2.27 1.52
H31 -5.03 -4.10 0.00
H32 -4.59 -2.47 -0.50
H33 -1.61 -5.30 0.88
H34 -3.19 -5.84 0.29
H35 -3.07 -5.11 1.86
H36 -2.81 -3.10 -1.98
H37 -3.15 -4.79 -1.71
H38 -1.51 -4.19 -1.47
H39 -0.42 -1.20 2.62
H40 -1.77 -0.48 3.51
H41 -1.51 -0.03 1.84

Number 1: strongest force on any atom 1.969 eV Å⁻¹. Number 2: strongest force on any atom 7.375 eV Å⁻¹. Number 3: strongest force on any atom 10.075 eV Å⁻¹.